1.
This record from the Open Molecules 2025 dataset describes 2 unconnected molecules or ions with the total composition C4H10N4O in a non-equilibrium geometry. The level of theory is ωB97M-V with the def2-TZVPD basis set.

Values from the calculation:
- LUMO energy (eV) = 0.8
- HOMO-LUMO gap (eV) = 8.3
- energy relative to the best compared isomer or geometry (same formula, charge and spin) (kcal/mol) = 89.4
- SMILES = NC(N)=NO.C=CN=C

Structure (XYZ):
```
19
Properties=species:S:1:pos:R:3:mulliken_charge:R:1
N -1.280 0.837 0.487 -0.31
C -1.841 0.095 -0.515 0.54
N -3.230 0.199 -0.595 -0.47
N -1.284 -0.366 -1.589 -0.55
O 0.018 -0.895 -1.500 -0.29
H -0.282 1.001 0.384 0.20
H -1.803 1.529 0.997 0.23
H -3.709 0.140 0.292 0.21
H -3.666 -0.217 -1.403 0.26
H 0.019 -1.595 -2.167 0.30
C 1.249 -1.141 1.882 -0.75
C 1.885 -0.619 0.836 0.00
N 1.598 0.657 0.317 -0.42
C 2.311 1.199 -0.567 -0.28
H 0.334 -0.716 2.257 0.31
H 1.602 -2.043 2.350 0.25
H 2.800 -1.078 0.457 0.26
H 3.153 0.773 -1.118 0.25
H 2.125 2.240 -0.805 0.25
```



2.
This record from the Open Molecules 2025 dataset describes 2 unconnected molecules or ions with the total composition C5H10OP2 in a non-equilibrium geometry. The level of theory is ωB97M-V with the def2-TZVPD basis set.

Values from the calculation:
- LUMO energy (spin up / spin down) (eV) = -0.2 / -0.1
- HOMO-LUMO gap (spin up / spin down) (eV) = 7.1 / 7.3
- energy relative to the best compared isomer or geometry (same formula, charge and spin) (kcal/mol) = 104.9

Structure (XYZ):
```
18
Properties=species:S:1:pos:R:3:mulliken_charge:R:1
C 1.905 -0.186 -1.193 0.01
C 2.327 0.227 -0.161 -0.21
C 2.823 0.570 1.163 -1.08
C -1.361 -2.459 -0.050 -0.79
C -1.721 2.037 -0.250 -0.76
O -0.847 -0.073 0.749 0.17
P -0.250 -1.475 1.194 -0.06
P -0.629 1.465 1.106 -0.09
H 1.664 -0.585 -2.119 0.41
H 2.359 -0.293 1.680 0.25
H 2.409 1.462 1.425 0.35
H 3.945 0.377 1.019 0.26
H -0.749 -3.100 -0.491 0.35
H -1.755 -1.609 -0.712 0.15
H -2.134 -3.026 0.599 0.27
H -2.747 2.393 0.207 0.24
H -1.774 1.234 -1.049 0.21
H -1.293 2.849 -0.933 0.32
```